84
Properties=species:S:1:pos:R:3 method="wB97M-V/def2-TZVPD" total_energy_ha=-2634.802173 gap_ha=0.248 charge=+2 e_homo_ev=-13.1
Ir -1.40 -1.59 1.31
C 4.96 -1.94 1.29
C 3.69 -2.72 1.61
N 2.75 -1.91 2.37
C 1.43 -1.86 2.25
S 0.63 -2.52 0.75
N 0.78 -1.34 3.25
N -0.55 -1.18 3.06
C -1.25 -0.59 3.97
C -0.70 -0.08 5.25
C -2.67 -0.42 3.61
C -3.60 0.13 4.49
C -4.92 0.23 4.09
C -5.29 -0.23 2.84
C -4.31 -0.75 2.01
N -3.03 -0.83 2.38
H 5.65 -2.58 0.74
H 5.45 -1.61 2.20
H 4.73 -1.07 0.68
H 3.93 -3.62 2.18
H 3.20 -3.04 0.69
H 3.09 -1.55 3.25
H 0.33 -0.40 5.37
H -1.28 -0.46 6.10
H -0.75 1.01 5.27
H -3.28 0.46 5.46
H -5.66 0.64 4.76
H -6.31 -0.19 2.50
H -4.55 -1.12 1.02
C -0.43 -2.27 -2.40
C -1.89 -1.89 -2.17
C -2.29 -1.60 -0.72
Sb -0.98 0.29 -0.17
C -2.44 1.38 -1.27
C -3.71 1.48 -0.71
C -4.70 2.19 -1.37
C -4.43 2.79 -2.60
C -3.16 2.68 -3.15
C -2.16 1.98 -2.49
C -0.34 1.81 1.17
C -1.17 2.88 1.46
C -0.75 3.82 2.39
C 0.49 3.70 3.01
C 1.32 2.63 2.70
C 0.90 1.68 1.78
Sb 1.03 -0.86 -1.71
C 2.84 -1.88 -1.96
C 3.98 -1.15 -2.29
C 5.16 -1.83 -2.59
C 5.18 -3.21 -2.58
C 4.04 -3.94 -2.26
C 2.86 -3.27 -1.95
C 1.29 0.82 -2.96
C 1.28 2.07 -2.36
C 1.41 3.21 -3.14
C 1.55 3.10 -4.52
C 1.56 1.84 -5.12
C 1.45 0.70 -4.34
H -0.22 -2.48 -3.46
H -0.17 -3.18 -1.85
H -2.51 -2.71 -2.55
H -2.15 -1.02 -2.78
H -2.34 -2.57 -0.16
H -3.29 -1.17 -0.70
H -3.94 1.03 0.25
H -5.69 2.28 -0.94
H -5.20 3.33 -3.12
H -2.95 3.14 -4.11
H -1.18 1.91 -2.94
H -2.13 3.00 0.97
H -1.39 4.67 2.63
H 0.81 4.45 3.72
H 2.29 2.54 3.17
H 1.56 0.84 1.55
H 3.96 -0.07 -2.32
H 6.04 -1.27 -2.85
H 6.10 -3.74 -2.82
H 4.06 -5.02 -2.26
H 1.98 -3.84 -1.70
H 1.18 2.18 -1.29
H 1.42 4.19 -2.68
H 1.64 3.99 -5.13
H 1.67 1.76 -6.19
H 1.48 -0.27 -4.82